Entry 1:
105
Properties=species:S:1:pos:R:3:forces:R:3 method="wB97M-V/def2-TZVPD" homo_lumo_gap_ev=7.1189 lumo_energy_ev=-5.632 molar_mass_g_mol=726.944 charge=+2
Ca -0.972562 0.985132 0.806653 -0.11 -0.18 0.05
C 1.453825 1.195939 4.818632 -0.03 0.00 0.01
C 1.465155 2.540760 5.143953 0.00 -0.03 0.01
C 0.835612 3.445699 4.303828 0.02 0.04 -0.03
C 0.207322 2.987712 3.153821 -0.01 0.01 -0.01
N 0.189445 1.679656 2.846947 -0.04 0.06 -0.01
C 0.801660 0.817043 3.659555 -0.07 0.00 0.02
C -0.483164 3.916325 2.200857 0.00 -0.04 0.01
C -0.457012 5.294026 2.370239 0.01 0.00 0.01
C -1.114493 6.091529 1.451396 0.00 -0.01 0.00
C -1.784212 5.505098 0.392831 0.00 0.01 -0.01
C -1.775316 4.121790 0.279780 -0.01 -0.03 0.00
N -1.128671 3.353535 1.168790 0.01 0.21 0.02
C -2.479124 3.414279 -0.838371 0.02 0.01 0.00
C -3.295358 4.086638 -1.737793 -0.01 0.02 0.02
C -3.918435 3.378551 -2.752885 0.00 0.00 0.00
C -3.713404 2.013127 -2.849158 0.00 0.00 0.01
C -2.891209 1.415449 -1.911983 0.03 -0.03 0.00
N -2.288026 2.087967 -0.930446 0.00 0.11 0.04
H 1.932465 0.455862 5.443309 0.00 0.00 0.00
H 1.956448 2.887371 6.043026 0.00 0.00 0.00
H 0.839818 4.493813 4.559476 0.00 0.00 -0.01
H 0.770699 -0.226857 3.363681 -0.01 0.00 0.01
H 0.068374 5.751274 3.193645 0.00 -0.01 0.00
H -1.103151 7.167637 1.558736 0.00 0.00 0.00
H -2.289959 6.126259 -0.329271 0.00 0.00 -0.01
H -3.462407 5.149291 -1.654728 0.00 0.00 0.00
H -4.559307 3.891437 -3.457116 0.00 0.00 0.00
H -4.178700 1.422395 -3.624887 0.00 0.00 0.00
H -2.699873 0.347978 -1.948847 0.01 0.00 -0.01
O 0.527669 -0.120150 -0.272705 0.15 -0.18 -0.14
P 1.809829 -0.570998 -0.985869 -0.04 -0.05 0.15
C 1.433556 -0.800566 -2.756964 -0.05 -0.02 0.04
C 2.639966 -0.940954 -3.703795 0.02 0.01 0.07
C 2.141599 -0.925576 -5.147364 0.00 0.00 0.00
C 1.580367 0.458252 -5.521733 0.00 0.00 0.00
C 1.145773 1.243458 -4.280164 0.01 -0.01 -0.01
C 0.481054 0.327278 -3.256768 -0.04 0.01 -0.01
C 2.406857 -2.078751 -0.128210 -0.06 -0.03 -0.06
C 1.265167 -2.908913 0.487313 -0.02 0.02 -0.01
C 0.588663 -3.842299 -0.510768 0.00 0.01 0.00
C 1.614018 -4.781632 -1.136421 0.00 -0.01 0.00
C 2.713423 -3.988770 -1.833856 -0.02 0.02 0.02
C 3.389174 -2.990901 -0.890639 -0.02 0.00 -0.02
C 3.031072 0.786536 -0.873770 0.04 0.03 -0.06
C 4.524632 0.394558 -0.960259 -0.02 0.03 0.01
C 5.148953 -0.038607 0.368292 -0.01 -0.02 0.00
C 4.855323 0.948563 1.494083 0.00 0.01 -0.02
C 3.355902 1.195835 1.632332 0.06 0.02 -0.05
C 2.781345 1.721638 0.321470 0.02 -0.01 0.00
H 0.874297 -1.742286 -2.771219 0.05 0.00 -0.04
H 3.191297 -1.856596 -3.501864 0.03 -0.02 0.03
H 3.339468 -0.114332 -3.563048 0.03 0.02 0.04
H 1.370699 -1.693877 -5.257026 0.00 0.00 0.00
H 2.948668 -1.204921 -5.823666 0.00 0.00 0.00
H 0.731119 0.339596 -6.196774 0.00 0.00 0.00
H 2.329350 1.032866 -6.067547 0.00 0.00 0.00
H 0.458529 2.043873 -4.559496 -0.01 -0.01 0.00
H 2.011357 1.736859 -3.829127 -0.01 0.01 0.01
H -0.383407 -0.146439 -3.730588 -0.02 0.01 0.02
H 0.087796 0.908399 -2.419520 0.01 0.00 -0.02
H 2.952914 -1.631144 0.706206 -0.05 0.01 0.00
H 0.538036 -2.250633 0.968112 0.00 0.00 -0.01
H 1.711986 -3.519083 1.278816 0.00 0.01 0.01
H 0.093803 -3.257315 -1.296005 -0.02 -0.01 0.00
H -0.193677 -4.415170 -0.009376 -0.01 0.01 0.02
H 1.133992 -5.458748 -1.843663 0.00 0.00 0.00
H 2.050841 -5.405382 -0.350365 0.00 -0.01 0.00
H 2.277179 -3.475588 -2.693822 -0.01 0.01 -0.01
H 3.472349 -4.661913 -2.235026 0.01 0.00 0.00
H 4.140398 -2.404986 -1.421922 0.00 -0.01 -0.02
H 3.937628 -3.559502 -0.133635 0.00 0.00 0.01
H 2.784998 1.356622 -1.779143 0.04 -0.01 0.02
H 5.058728 1.280813 -1.315710 -0.01 0.00 0.01
H 4.689660 -0.375770 -1.714539 -0.02 0.04 -0.04
H 6.226091 -0.137108 0.227188 0.00 0.01 0.00
H 4.796794 -1.032798 0.655154 0.05 0.03 -0.01
H 5.349914 1.901422 1.279425 0.00 0.00 0.01
H 5.273491 0.584125 2.433096 0.00 -0.01 0.00
H 3.161932 1.919573 2.428367 0.02 -0.01 0.00
H 2.848138 0.268517 1.925899 0.03 0.01 -0.04
H 3.260414 2.678229 0.091280 0.02 0.00 0.00
H 1.713480 1.930634 0.423140 0.00 0.03 -0.03
C -4.180456 -3.454780 3.038733 0.00 -0.01 0.00
N -3.823888 -3.530368 1.620921 -0.01 0.01 0.00
C -5.020561 -3.261332 0.822593 0.00 0.00 0.00
N -5.659856 -1.984998 1.140949 0.00 0.00 0.00
C -5.965926 -1.955463 2.571663 0.00 0.00 0.00
N -4.795133 -2.183649 3.417570 -0.01 0.00 0.00
C -3.852126 -1.079081 3.345951 0.01 0.01 0.01
P -3.197193 -0.834468 1.618833 0.04 -0.09 0.00
C -2.743888 -2.612283 1.292194 -0.02 -0.02 0.01
C -4.840765 -0.851806 0.741363 0.00 0.02 -0.02
H -3.287992 -3.620128 3.644951 0.00 0.00 0.00
H -4.893516 -4.252077 3.251148 0.00 0.00 0.00
H -5.741096 -4.057165 1.014118 0.00 0.00 0.00
H -4.759631 -3.280760 -0.237359 0.00 0.00 0.00
H -6.692719 -2.741604 2.778797 0.00 0.00 0.00
H -6.415414 -0.994280 2.826047 0.00 0.00 0.00
H -3.015151 -1.267737 4.023256 -0.01 0.00 -0.01
H -4.338636 -0.158915 3.678434 0.01 -0.01 0.00
H -1.857915 -2.867264 1.880754 0.00 -0.01 0.00
H -2.473428 -2.726764 0.238501 0.00 0.00 0.00
H -4.672714 -0.886878 -0.338803 0.00 0.00 0.01
H -5.371040 0.079146 0.957906 0.01 -0.01 0.00


Entry 2:
13
Properties=species:S:1:pos:R:3:forces:R:3 method="wB97M-V/def2-TZVPD" homo_lumo_gap_ev="3.2725 / 9.0732" lumo_energy_ev="-0.597 / -0.396" molar_mass_g_mol=135.050 multiplicity=2 charge=0
O 1.467857 -0.120300 0.335237 -0.14 0.11 0.26
C 1.005785 -0.756232 -0.772405 0.79 0.08 -1.19
C 0.433060 0.037237 1.306849 0.09 -0.12 -0.09
O 1.517568 -0.482916 -1.880408 -0.55 -0.30 0.94
O -0.732571 0.174146 -0.712355 -0.16 0.24 0.23
C -0.678366 0.773329 0.557866 -0.06 -0.04 -0.06
H 0.844584 0.603751 2.148623 -0.05 -0.23 -0.17
H 0.083043 -0.954973 1.636022 0.08 0.25 0.03
H -0.438456 1.850662 0.521118 -0.02 -0.19 -0.10
H -1.622902 0.683366 1.123922 0.11 -0.01 -0.13
H 0.586887 -1.763140 -0.576702 -0.04 0.44 0.01
Na 0.155484 1.051602 -2.693181 -0.10 -0.34 0.40
Na -2.621973 -1.096533 -0.994587 0.06 0.10 -0.12


Entry 3:
74
Properties=species:S:1:pos:R:3:forces:R:3 method="wB97M-V/def2-TZVPD" homo_lumo_gap_ev=4.6284 lumo_energy_ev=-8.780 molar_mass_g_mol=645.619 charge=+2
C -1.899453 -0.018876 5.626966 -0.08 -0.13 0.13
O -2.087387 -1.224717 4.907006 0.24 -0.07 -0.51
C -3.443482 -1.521163 4.688236 -0.06 0.16 0.29
C -4.019072 -0.792712 3.474255 -0.01 0.19 0.08
C -3.837031 -1.595923 2.194987 0.17 -0.33 0.75
C -2.376373 -2.019834 1.994133 -0.20 0.98 -0.47
C -1.928032 -2.005505 0.532199 0.39 -0.52 1.05
C -0.415425 -1.752497 0.386007 -1.12 0.48 -0.28
C 0.023567 -0.352248 -0.129805 -0.21 -0.71 -0.51
C -0.449471 -0.307173 -1.594893 0.43 0.93 0.36
C -0.139665 0.935118 -2.421843 -0.39 0.26 -1.90
O -0.479772 1.026814 -3.591686 0.08 -0.20 1.90
C -0.372101 0.876500 0.707520 -0.47 0.06 0.01
C -1.799978 1.139219 1.088601 -0.19 0.04 1.57
O -2.029020 2.490159 1.493921 0.45 0.53 -1.00
C -3.239885 2.947192 1.059036 -0.23 0.24 1.10
C -3.218611 4.041300 0.057833 0.13 0.26 -0.14
O -4.264875 2.434228 1.460543 0.18 -0.93 -1.07
C 0.504020 0.712698 1.944337 0.16 0.67 1.57
O 0.291662 1.127091 3.069493 0.13 -0.83 -2.17
O 1.559352 -0.010626 1.573449 0.13 0.02 0.42
C 1.585942 -0.325649 0.132518 -0.24 0.85 0.89
C 2.395928 0.821558 -0.484964 0.19 -0.42 0.03
C 3.617353 1.120848 0.343371 -0.07 0.66 0.06
N 3.735778 2.289198 0.815161 0.02 -0.45 -0.14
O 2.157285 -1.560920 0.108784 0.12 -0.10 -0.45
C 3.048227 -1.878866 -0.962237 -0.07 -0.55 -0.09
C 2.413256 -1.838645 -2.333918 1.04 -0.06 -0.44
N 3.455102 -1.997296 -3.357789 -0.46 0.24 0.04
C 3.252453 -1.087084 -4.485681 0.75 -0.46 0.01
C 3.697016 0.348610 -4.246489 -0.39 0.41 -0.75
C 4.391063 0.937318 -5.455300 0.10 0.24 0.02
O 2.509867 1.123376 -3.969988 -0.01 -0.30 0.66
H -0.883474 0.311718 5.487563 0.35 -0.03 -0.04
H -2.088388 -0.200077 6.679435 -0.05 0.09 0.29
H -2.557349 0.776612 5.281961 -0.18 0.14 -0.10
H -3.535206 -2.593279 4.560466 0.05 -0.32 -0.01
H -4.017549 -1.262448 5.573659 -0.20 0.06 0.19
H -5.063910 -0.573790 3.657306 -0.33 -0.04 -0.10
H -3.525852 0.175655 3.416476 0.11 0.21 -0.05
H -4.489984 -2.455950 2.288346 -0.19 -0.27 -0.36
H -4.229522 -1.030266 1.320572 -0.03 0.19 -0.26
H -1.762011 -1.300767 2.526751 0.22 -0.03 0.31
H -2.164904 -2.976557 2.448569 -0.01 -0.30 0.09
H -2.564814 -1.242630 0.072003 -0.15 0.43 -0.68
H -2.213024 -2.946355 0.079507 -0.12 -0.09 -0.44
H 0.022925 -1.972452 1.345217 0.37 -0.12 0.22
H -0.050309 -2.453846 -0.345625 0.43 -0.27 -0.01
H -1.549950 -0.413098 -1.649364 -0.17 -0.20 0.01
H -0.081888 -1.174458 -2.128854 -0.03 -0.18 -0.22
H 0.376312 1.779316 -1.936729 0.07 -0.07 -0.04
H -0.095313 1.771941 0.160407 0.48 0.25 0.03
H -2.479543 1.008948 0.249592 4.24 1.00 2.85
H -2.165126 0.498148 1.886747 -0.04 -0.31 0.00
H -2.597038 4.870323 0.374669 0.30 0.09 0.13
H -2.778080 3.687495 -0.881521 0.23 -0.04 -0.09
H -4.213660 4.407354 -0.142409 -0.30 0.02 0.06
H 1.836381 1.745525 -0.466920 -0.21 0.20 -0.01
H 2.671003 0.617329 -1.515096 -0.01 -0.04 -0.17
H 4.344627 0.333519 0.500363 0.17 -0.23 0.06
H 4.599982 2.364362 1.346691 0.07 0.17 0.08
H 3.348630 -2.900667 -0.777741 0.09 -0.24 0.25
H 3.961116 -1.296298 -0.926885 0.08 0.46 0.08
H 1.911763 -0.890552 -2.514596 -0.30 0.00 0.10
H 1.745841 -2.689576 -2.435296 -0.57 0.04 0.04
H 4.368015 -1.794417 -2.974318 0.13 -0.18 0.14
H 2.217556 -1.127754 -4.798461 -0.31 0.14 -0.05
H 3.831957 -1.469139 -5.317176 0.11 -0.19 -0.19
H 4.390903 0.421500 -3.408619 0.00 -0.25 0.36
H 4.829530 1.897414 -5.208653 0.09 0.26 0.07
H 3.680815 1.108364 -6.252570 -0.22 -0.11 -0.26
H 5.192638 0.306616 -5.820901 0.14 -0.19 -0.02
H 2.794245 1.979547 -3.646776 0.07 0.39 -0.13
Yb -3.655583 0.621200 -0.731552 -4.88 -1.62 -3.13


Entry 4:
15
Properties=species:S:1:pos:R:3:forces:R:3 method="wB97M-V/def2-TZVPD" homo_lumo_gap_ev="8.2434 / 8.2437" lumo_energy_ev="0.160 / 0.160" molar_mass_g_mol=294.876 charge=0
C -0.380693 -0.834913 -0.024098 -1.79 2.51 -0.22
C 1.176917 1.415391 0.902263 1.16 2.87 0.77
C -2.012658 0.303394 -1.401960 2.09 -1.01 0.42
C 2.642922 0.927978 1.201640 -1.24 0.46 -0.88
Se -0.184619 0.273382 1.567394 -0.45 -0.96 -1.43
Br -2.755299 1.732734 -0.406275 0.22 -0.17 0.00
Br 3.703097 1.282303 -0.355094 0.72 0.25 -0.56
H -0.977635 -1.691604 0.215630 -0.05 -0.46 -0.15
H 0.514477 -0.957190 -0.625423 -0.21 0.02 0.00
H 0.929644 2.494629 1.322510 0.88 -2.20 0.32
H 1.197762 1.842967 -0.106605 -0.81 -1.39 -0.47
H -2.761507 -0.527368 -1.460086 1.01 0.96 -0.49
H -1.428667 0.732680 -2.304521 -1.29 -1.25 1.54
H 2.879594 -0.096559 1.412922 -0.92 -0.68 -0.02
H 3.062762 1.461142 1.994684 0.67 1.07 1.17